This record from OMol25 describes a 3-piece molecular cluster, C4H16NO2 overall. The level of theory is wB97M-V/def2-TZVPD.

Summary:
Charge = +2
HOMO energy (spin up / spin down) = -19.5 / -19.4 eV
M = 110.2 g mol⁻¹
Orbital gap (spin up / spin down) = 12.62 / 4.07 eV
Energy above the lowest of the compared OMol25 structures with the same formula, charge and spin = 102.1 kJ/mol
Multiplicity = 2
LUMO energy (spin up / spin down) = -6.87 / -15.32 eV
Electronic energy = -9971.5404 eV

Structure (XYZ):
```
23
Properties=species:S:1:pos:R:3:forces:R:3
C 2.55490 0.34881 0.30265 1.696 -0.529 0.645
C 1.05052 -0.07348 0.38622 -2.664 0.245 -0.033
N 0.37840 0.02702 -0.93429 1.811 0.207 -0.016
C 0.39698 1.30297 -1.69662 -0.065 1.003 0.754
C 0.90681 -1.47630 0.90978 0.859 -0.488 -0.470
H 3.18768 -0.29960 -0.30117 -0.326 -0.006 -0.439
H 2.92903 0.18825 1.31556 -0.170 0.239 0.104
H 2.63177 1.39961 0.01978 -0.359 0.079 -0.174
H 0.52490 0.64288 1.02452 0.401 0.182 0.134
H 0.80790 -0.68260 -1.53381 -0.409 -0.314 -0.168
H -0.67555 -0.22962 -0.76199 -0.558 -0.447 -0.202
H 1.40244 1.73872 -1.67235 0.198 -0.500 -0.415
H 0.02984 1.12659 -2.70070 0.030 0.074 -0.045
H -0.16555 2.07556 -1.16505 -0.441 -0.308 -0.140
H 1.37862 -2.22924 0.26132 0.090 0.011 0.082
H -0.16896 -1.77044 0.83759 -0.144 0.310 0.187
H 1.29376 -1.61253 1.91586 -0.169 0.150 0.060
H -2.55707 -0.09790 0.07711 -0.256 0.472 0.370
H -2.49303 -1.46177 -0.64322 0.382 0.192 -0.354
O -2.14221 -0.54485 -0.72004 -0.113 -0.340 0.488
H -3.32486 0.69354 2.31453 0.308 0.196 -0.175
H -4.41899 0.27677 1.39810 -0.085 0.194 -0.376
O -3.52731 0.65762 1.36625 -0.013 -0.622 0.182
```
Forces are in eV/Å.